This record from the Open Molecules 2025 dataset describes a structure of composition C5H11N3. The level of theory is ωB97M-V/def2-TZVPD.

energy above the lowest of the compared OMol25 structures with the same formula, charge and spin = 643.6 kJ/mol
LUMO = 0.01305 Ha
E_HOMO = -9.01 eV

Each line ends with the Mulliken charge.
Atoms and positions in Å:
C 2.78 0.35 -0.14  -1.00
C 1.28 0.61 0.21  -0.26
C 0.63 -0.62 -0.03  0.34
C -2.01 -0.28 0.02  0.77
C -1.99 1.14 -0.18  -1.51
H 3.48 1.30 -0.42  0.24
H 3.05 -0.94 -0.67  0.35
H 3.23 -0.09 0.76  0.32
H 1.49 0.74 1.67  0.21
H 0.53 1.35 -0.33  0.23
H 0.66 -2.52 -0.01  0.20
H -0.83 -1.93 0.16  0.21
H -1.43 1.86 0.37  0.35
H -1.82 1.38 -1.26  0.36
H -2.99 1.44 -0.14  0.41
H -3.60 -0.18 0.02  0.29
N 1.39 -1.63 -0.33  -0.57
N -0.75 -0.99 0.34  -0.24
N -3.09 -0.98 -0.03  -0.70

=====

This record from the Open Molecules 2025 dataset describes the ion C2H9NPS with charge +1. The level of theory is ωB97M-V/def2-TZVPD.

energy above the lowest of the compared OMol25 structures with the same formula, charge and spin = 0.0 kJ/mol
net charge = +1
LUMO = -0.12940 Ha
E_HOMO = -13.78 eV
SMILES = [NH3+]CCSP

Each line ends with the Mulliken charge.
Atoms and positions in Å:
N 1.22 0.10 0.78  -0.16
C 0.84 0.05 -0.64  -0.65
C -0.23 -1.23 -0.79  -0.60
S -1.48 -0.93 0.52  -0.18
P -2.35 0.87 -0.23  -0.07
H 1.65 0.99 1.04  0.35
H 1.86 -0.66 1.02  0.35
H 0.29 -0.07 1.27  0.24
H 0.31 0.96 -0.94  0.37
H 1.69 -0.14 -1.29  0.34
H -0.68 -1.23 -1.78  0.38
H 0.26 -2.17 -0.56  0.39
H -3.64 0.55 0.14  0.13
H -2.13 1.62 0.92  0.10

=====

This record from the Open Molecules 2025 dataset describes a structure of composition C19H21BCoN2O2. The level of theory is ωB97M-V/def2-TZVPD.

energy above the lowest of the compared OMol25 structures with the same formula, charge and spin = 0.0 kJ/mol
LUMO (spin up / spin down) = -0.01170 / -0.02009 Ha
E_HOMO (spin up / spin down) = -5.66 / -8.37 eV
2S+1 = 4
⟨S²⟩ = 3.82

Each line ends with the Mulliken charge.
Atoms and positions in Å:
C 2.19 -1.38 4.15  -0.68
C 0.92 -2.08 4.62  -0.79
H 2.89 -2.09 3.71  0.25
H 2.68 -0.96 5.03  0.27
H 2.03 -0.57 3.44  0.19
H 0.27 -2.44 3.82  0.20
H 1.22 -2.95 5.21  0.35
H 0.33 -1.44 5.27  0.27
C 1.92 0.38 -2.01  -0.02
C 2.43 0.39 -3.31  -0.74
C 1.62 -0.02 -4.38  -0.44
C 0.31 -0.41 -4.12  -0.71
H 2.51 0.73 -1.16  0.42
H 3.46 0.71 -3.49  0.37
H 2.00 -0.06 -5.40  0.43
H -0.38 -0.76 -4.88  0.33
N 0.67 -0.06 -1.74  0.03
C -0.14 -0.39 -2.79  0.64
C -1.47 -0.73 -2.39  0.66
N -1.66 -0.65 -1.02  0.19
C -2.86 -0.94 -0.49  0.02
C -3.71 -1.48 -2.69  -0.43
C -3.91 -1.36 -1.30  -0.74
H -2.95 -0.82 0.58  0.40
H -4.87 -1.61 -0.85  0.37
C -2.48 -1.15 -3.24  -0.74
H -2.24 -1.26 -4.30  0.29
H -4.51 -1.83 -3.34  0.42
Co -0.25 -0.03 0.03  -0.48
C -0.67 -0.33 1.90  -0.88
H -0.90 -1.37 2.19  0.39
H -1.52 0.30 2.22  0.31
H 0.22 0.00 2.46  0.07
O 0.46 2.79 -0.98  -0.54
B -0.04 1.98 0.07  0.77
O -0.24 2.76 1.22  -0.61
C 0.19 4.00 0.90  0.71
C 0.19 5.12 1.70  -0.88
C 0.63 6.33 1.13  -0.44
C 1.06 6.38 -0.19  -0.52
C 1.04 5.22 -0.99  -0.88
C 0.61 4.04 -0.43  0.55
H -0.15 5.06 2.72  0.46
H 0.62 7.24 1.73  0.35
H 1.40 7.34 -0.61  0.35
H 1.36 5.27 -2.03  0.46

=====

This record from the Open Molecules 2025 dataset describes a structure of composition C38H42BN5O3SSiV. The level of theory is ωB97M-V/def2-TZVPD.

energy above the lowest of the compared OMol25 structures with the same formula, charge and spin = 0.0 kJ/mol
LUMO (spin up / spin down) = -0.03198 / -0.03899 Ha
E_HOMO (spin up / spin down) = -7.15 / -8.86 eV
2S+1 = 4
⟨S²⟩ = 3.77

Each line ends with the Mulliken charge.
Atoms and positions in Å:
V -0.56 -0.83 1.15  0.81
C -1.38 1.95 2.37  -0.85
C -2.29 1.65 1.17  -0.15
N -2.53 0.20 1.01  0.20
C -3.73 -0.30 1.70  -0.85
C -3.84 0.04 3.18  -0.80
S -2.71 -0.84 4.30  -0.08
C -1.52 0.39 4.90  -1.02
C -0.24 0.62 4.10  -0.70
N -0.44 0.84 2.66  -0.06
H -1.99 2.11 3.26  0.48
H -0.84 2.88 2.20  0.31
H -1.78 1.97 0.26  -0.48
H -3.23 2.20 1.26  0.70
H -2.69 0.05 0.01  -0.18
H -3.75 -1.39 1.59  0.35
H -4.63 0.10 1.22  0.55
H -4.84 -0.27 3.50  0.57
H -3.78 1.11 3.37  0.35
H -1.23 0.01 5.89  0.50
H -2.06 1.32 5.10  0.56
H 0.44 -0.23 4.20  0.36
H 0.26 1.48 4.56  0.46
H 0.46 1.09 2.26  -0.17
O -0.96 -0.10 -6.33  -0.52
C -1.86 -0.93 -5.77  0.50
O -2.79 -1.35 -6.41  -0.58
C -1.66 -1.27 -4.33  -0.01
C -0.39 -1.37 -3.77  -0.49
C -0.23 -1.69 -2.44  -0.13
C -1.35 -1.90 -1.66  -0.49
C -2.63 -1.81 -2.20  0.05
C -2.78 -1.50 -3.54  -1.40
N -1.17 -2.23 -0.27  0.47
C -1.62 -3.38 0.09  -0.38
C -1.43 -3.76 1.48  0.26
C -1.60 -5.06 1.93  -1.00
C -1.21 -5.37 3.22  -0.44
C -0.66 -4.37 4.00  -1.17
C -0.56 -3.09 3.48  -0.09
N -0.96 -2.77 2.25  0.27
H -0.47 0.38 -5.65  0.26
H 0.49 -1.21 -4.39  0.75
H 0.75 -1.77 -1.99  0.75
H -3.50 -1.98 -1.57  0.53
H -3.76 -1.44 -4.00  0.42
H -2.06 -4.08 -0.62  0.46
H -2.00 -5.81 1.26  0.50
H -1.32 -6.38 3.60  0.42
H -0.30 -4.57 5.00  0.49
H -0.13 -2.30 4.07  0.32
B 3.63 -2.26 3.01  0.57
C 2.35 -1.72 2.28  -0.10
N 1.42 -1.32 1.72  -0.38
H 4.04 -3.19 2.36  -0.14
H 3.29 -2.60 4.13  -0.17
H 4.44 -1.35 3.05  -0.14
O 0.04 0.63 -0.08  1.43
Si 1.16 1.30 -1.00  -2.18
C 2.65 0.23 -1.44  0.98
C 3.50 -0.22 -0.43  -0.45
C 4.56 -1.08 -0.68  -1.08
C 4.81 -1.49 -1.98  -0.75
C 4.00 -1.05 -3.02  -0.78
C 2.93 -0.20 -2.74  -0.23
C 1.82 2.85 -0.13  0.83
C 3.17 3.12 0.10  -0.51
C 3.58 4.28 0.75  -0.76
C 2.63 5.20 1.17  -0.56
C 1.29 4.97 0.93  -0.68
C 0.89 3.81 0.29  -0.24
C 0.36 1.92 -2.59  0.61
C 1.12 2.57 -3.57  -0.41
C 0.54 3.04 -4.74  -0.72
C -0.83 2.90 -4.95  -0.93
C -1.61 2.28 -3.98  -0.77
C -1.01 1.79 -2.82  0.51
H 3.32 0.09 0.60  1.03
H 5.17 -1.43 0.14  0.46
H 5.63 -2.16 -2.18  0.38
H 4.19 -1.36 -4.03  0.43
H 2.31 0.14 -3.57  0.36
H 3.92 2.41 -0.23  0.40
H 4.63 4.46 0.92  0.42
H 2.95 6.11 1.67  0.38
H 0.55 5.70 1.24  0.44
H -0.16 3.65 0.08  0.46
H 2.18 2.71 -3.42  0.47
H 1.15 3.54 -5.49  0.42
H -1.29 3.27 -5.86  0.36
H -2.67 2.16 -4.14  0.42
H -1.62 1.27 -2.08  -0.02

=====

This record from the Open Molecules 2025 dataset describes an isolated molecule of C4H9NO2. The level of theory is ωB97M-V/def2-TZVPD.

energy above the lowest of the compared OMol25 structures with the same formula, charge and spin = 173.6 kJ/mol
LUMO = 0.02704 Ha
E_HOMO = -9.68 eV
SMILES = CN(C=O)CCO

Each line ends with the Mulliken charge.
Atoms and positions in Å:
C -0.01 1.58 -1.05  -0.76
N 0.05 0.11 -0.64  0.11
C -0.59 -0.78 -1.46  0.00
O -0.55 -1.99 -1.28  -0.55
C 0.86 -0.60 0.43  -0.55
C 0.04 -0.80 1.72  -0.42
O -0.49 0.45 2.09  -0.52
H -0.56 2.27 -0.38  0.28
H 0.97 2.05 -1.24  0.29
H -0.55 1.69 -2.02  0.29
H -1.14 -0.34 -2.32  0.29
H 1.17 -1.62 0.12  0.32
H 1.78 -0.04 0.65  0.32
H -0.77 -1.55 1.57  0.24
H 0.64 -1.18 2.56  0.35
H -0.87 0.76 1.25  0.32

=====

This record from the Open Molecules 2025 dataset describes a structure of composition C39H39AsHgIN5. The level of theory is ωB97M-V/def2-TZVPD.

net charge = -1
LUMO (spin up / spin down) = 0.07273 / 0.07271 Ha
E_HOMO (spin up / spin down) = -2.68 / -4.23 eV
2S+1 = 2
⟨S²⟩ = 0.78

Each line ends with the Mulliken charge.
Atoms and positions in Å:
Hg 0.49 0.56 -1.74  1.33
C -1.35 -5.15 -2.18  -0.52
C -0.29 -4.42 -1.64  -0.68
C -0.19 -3.06 -1.86  0.06
C -1.15 -2.37 -2.64  -0.31
C -2.21 -3.12 -3.18  -0.39
C -2.30 -4.48 -2.95  -0.58
N -0.98 -1.02 -2.81  0.39
N -1.88 -0.42 -3.55  -0.83
C -1.67 0.95 -3.70  0.01
C -2.60 1.62 -4.53  -0.26
C -2.50 2.98 -4.75  -0.46
C -1.48 3.72 -4.15  -0.66
C -0.57 3.06 -3.32  -0.43
C -0.64 1.69 -3.09  -0.14
H -1.43 -6.22 -2.01  0.36
H 0.46 -4.91 -1.03  0.37
H 0.62 -2.49 -1.42  0.38
H -2.95 -2.60 -3.78  0.38
H -3.13 -5.04 -3.38  0.34
H -3.39 1.03 -4.99  0.43
H -3.23 3.48 -5.39  0.34
H -1.40 4.79 -4.31  0.40
H 0.20 3.65 -2.83  0.35
C 0.47 -2.29 6.91  -1.61
C 0.18 -1.87 5.49  0.64
C -0.66 -0.81 5.21  -1.03
C -0.93 -0.39 3.91  0.82
C -1.91 0.75 3.72  -1.62
C -0.31 -1.05 2.84  -0.68
As -0.56 -0.67 0.92  1.88
N 1.07 -0.09 0.23  0.12
C 2.33 -0.02 0.75  -0.08
C 2.65 -0.02 2.12  0.42
C 3.97 0.08 2.56  -0.90
C 5.03 0.20 1.67  -0.91
C 4.73 0.23 0.31  -0.14
C 3.43 0.12 -0.14  0.10
C -1.58 1.01 0.74  0.89
C -2.77 0.91 0.01  0.20
C -3.42 -0.39 -0.42  -2.49
C -3.42 2.08 -0.41  -0.60
C -2.93 3.33 -0.11  0.82
C -3.61 4.58 -0.60  -1.77
C -1.77 3.42 0.66  -1.24
C -1.09 2.29 1.08  0.97
C 0.17 2.49 1.88  -1.52
C 0.49 -2.18 3.10  1.07
C 1.14 -2.98 2.00  -1.78
C 0.73 -2.56 4.42  -0.90
H -0.08 -1.68 7.62  0.33
H 1.54 -2.19 7.14  0.32
H 0.20 -3.33 7.08  0.35
H -1.14 -0.28 6.04  0.29
H -2.44 0.93 4.66  0.47
H -2.64 0.53 2.95  0.26
H -1.41 1.68 3.42  0.34
H 1.87 -0.09 2.86  0.42
H 4.16 0.07 3.63  0.41
H 6.05 0.28 2.02  0.34
H 5.53 0.32 -0.42  0.37
H 3.22 0.12 -1.21  -0.61
H -2.95 -1.27 0.00  0.29
H -3.36 -0.48 -1.51  0.31
H -4.47 -0.39 -0.14  0.54
H -4.32 1.99 -1.01  0.24
H -4.51 4.34 -1.18  0.38
H -2.94 5.15 -1.25  0.33
H -3.91 5.23 0.23  0.37
H -1.37 4.40 0.92  0.36
H 0.19 3.49 2.31  0.49
H 1.06 2.35 1.26  0.18
H 0.26 1.77 2.70  0.28
H 0.48 -3.10 1.14  0.26
H 1.39 -3.98 2.37  0.52
H 2.06 -2.51 1.66  0.24
H 1.37 -3.42 4.60  0.41
I 6.65 -1.53 -3.70  0.11
C 4.93 -0.40 -3.58  -0.66
C 4.86 0.97 -3.45  -0.20
N 3.54 1.26 -3.40  0.14
N 2.77 0.18 -3.47  -0.44
C 3.60 -0.84 -3.59  -0.17
H 5.62 1.73 -3.39  0.47
H 3.10 2.16 -3.28  0.19
H 3.22 -1.85 -3.65  0.53

=====

Question: Number 3 is which compound?
Answer: C19H21BCoN2O2